A 2-piece molecular cluster, CH2F3NO overall. Source: the Open Molecules 2025 dataset; level of theory: wB97M-V/def2-TZVPD.

Output
Total charge ... 0
HOMO level (alpha / beta) ... -11.2997 / -11.0290 eV
2S+1 ... 3
Orbital gap (alpha / beta) ... 11.89 / 6.41 eV
Energy relative to the best compared isomer or geometry (same formula, charge and spin) ... 52.9 kJ/mol
LUMO energy (alpha / beta) ... 0.6 / -4.6 eV

Each line ends with the Mulliken spin population.
Element x y z (Å)
1 C -0.05437 0.56444 -0.01624  -0.013
2 N 1.20613 0.06592 -0.05495  0.149
3 O -0.66960 -0.67158 0.03676  1.102
4 F -2.29818 -1.56242 0.12891  0.734
5 F -0.39501 1.26254 -1.12616  0.021
6 F -0.38615 1.40380 1.07394  0.018
7 H 1.34068 -0.49075 0.76016  -0.006
8 H 1.25650 -0.57194 -0.80243  -0.006

Forces on atoms 1 to 2 (eV/Å):
-1.8 2.6 0.5
3.5 2.3 0.7

A 2-piece molecular cluster, CH2F3NOS overall. Source: the Open Molecules 2025 dataset; level of theory: wB97M-V/def2-TZVPD.

Output
Total charge ... 0
HOMO level ... -10.6501 eV
Orbital gap ... 11.00 eV
Energy relative to the best compared isomer or geometry (same formula, charge and spin) ... 174.9 kJ/mol
LUMO energy ... 0.4 eV

Each line ends with the Löwdin charge.
Element x y z (Å)
1 C 2.02602 -0.02148 0.57855  -0.597
2 N -0.92790 -0.81024 -0.53202  -0.381
3 O 2.31977 0.36644 -0.48133  0.213
4 F 1.39620 0.63513 1.48505  0.197
5 F 2.37646 -1.18824 1.17756  0.129
6 F -1.34083 1.74788 -0.23938  -0.454
7 S -1.54832 0.29299 -1.18338  0.908
8 H -2.94176 0.24114 -1.01988  -0.015
9 H -1.35963 -1.26363 0.21484  0.000

Forces on atoms 1 to 2 (eV/Å):
1.1 -1.1 0.6
2.9 -3.9 1.5

A 2-piece molecular cluster, CH2F3NOS overall. Source: the Open Molecules 2025 dataset; level of theory: wB97M-V/def2-TZVPD.

Output
Total charge ... 0
HOMO level (alpha / beta) ... -8.4515 / -11.3618 eV
2S+1 ... 3
Orbital gap (alpha / beta) ... 8.96 / 7.43 eV
Energy relative to the best compared isomer or geometry (same formula, charge and spin) ... 0.0 kJ/mol
LUMO energy (alpha / beta) ... 0.5 / -3.9 eV

Each line ends with the Mulliken spin population.
Element x y z (Å)
1 C 1.11287 -0.81890 -0.71704  0.007
2 N -1.15775 1.34619 0.22587  0.890
3 O -1.27447 -0.21335 2.05696  0.468
4 F 0.69331 -1.95111 -0.21538  0.000
5 F 0.69581 -0.74841 -2.03097  0.001
6 F 2.48352 -0.85545 -0.74895  0.000
7 S -1.62364 1.12825 1.67803  0.658
8 H 0.81432 0.07906 -0.07447  -0.006
9 H -1.74398 2.03372 -0.17406  -0.017

Forces on atoms 1 to 2 (eV/Å):
1.0 1.6 -0.5
2.3 0.2 -3.9

CH2F3NP2 as an isolated structure. Source: the Open Molecules 2025 dataset; level of theory: wB97M-V/def2-TZVPD.

Output
Total charge ... 0
HOMO level (alpha / beta) ... -6.7289 / -11.1030 eV
2S+1 ... 3
Orbital gap (alpha / beta) ... 5.77 / 9.17 eV
Energy relative to the best compared isomer or geometry (same formula, charge and spin) ... 93.0 kJ/mol
LUMO energy (alpha / beta) ... -1.0 / -1.9 eV

Each line ends with the Mulliken spin population.
Element x y z (Å)
1 C 0.54338 0.10489 -2.07045  1.359
2 N -0.52451 0.53506 1.41136  -0.052
3 F 1.29394 -1.00765 2.12176  0.022
4 F -2.08203 0.85524 -0.25617  -0.004
5 F -1.10695 -1.40734 0.10912  -0.012
6 P 0.37713 0.24541 2.64586  0.489
7 P -0.68862 0.13229 -0.08806  0.133
8 H 1.44241 -0.60598 -1.79403  0.034
9 H 0.74526 1.14808 -2.07938  0.031

Forces on atoms 1 to 2 (eV/Å):
1.5 -1.9 2.8
0.7 0.6 1.4

CH2FIS in the gas phase. Source: the Open Molecules 2025 dataset; level of theory: wB97M-V/def2-TZVPD.

Output
Total charge ... 0
HOMO level ... -8.3526 eV
Orbital gap ... 7.35 eV
Energy relative to the best compared isomer or geometry (same formula, charge and spin) ... 223.8 kJ/mol
LUMO energy ... -1.0 eV

Each line ends with the Löwdin charge.
Element x y z (Å)
1 C -0.31236 0.37164 0.28838  -0.497
2 F -0.00393 0.90470 1.46125  -0.050
3 S -3.99436 -1.21250 0.45926  -0.375
4 I -2.54964 0.48076 -0.19340  0.815
5 H 0.26206 0.76463 -0.60989  0.087
6 H -0.00276 -0.60069 0.19078  0.020

Forces on atoms 1 to 2 (eV/Å):
-0.4 1.2 -2.3
0.1 0.5 0.5

A 2-piece molecular cluster, CH2FNO2 overall. Source: the Open Molecules 2025 dataset; level of theory: wB97M-V/def2-TZVPD.

Output
Total charge ... 0
HOMO level (alpha / beta) ... -9.1499 / -9.5019 eV
Orbital gap (alpha / beta) ... 8.89 / 9.02 eV
Energy relative to the best compared isomer or geometry (same formula, charge and spin) ... 279.3 kJ/mol
LUMO energy (alpha / beta) ... -0.3 / -0.5 eV

Each line ends with the Löwdin charge.
Element x y z (Å)
1 C 0.92625 -0.05533 1.18244  -0.271
2 N -0.74686 -0.10462 -1.20105  -0.025
3 O 2.00513 -0.05761 1.60532  0.164
4 O 0.49861 -0.39062 -0.98265  -0.104
5 F -0.16754 0.57475 1.66128  0.062
6 H -1.33727 -0.80156 -1.15875  0.034
7 H -1.17832 0.83499 -1.10659  0.139

Forces on atoms 1 to 2 (eV/Å):
-0.3 -0.4 -1.1
3.2 4.4 -0.5

What M values result from the calculations? In sequence: 101.0 133.1 133.1 147.0 192.0 79.0 g mol⁻¹.
What energy values result from the calculations? In sequence: -12753.077 -23592.742 -23590.771 -29287.289 -22719.980 -9367.304 eV.